(1)
The following is a DFT calculation (ωB97M-V with the def2-TZVPD basis set) of a structure of composition C44H27AsBBrF8N2O6PS3Ti.

XYZ file:
```
95
Properties=species:S:1:pos:R:3:mulliken_charge:R:1
Ti -6.543 -20.300 -8.528 0.200
O -8.397 -23.012 -5.672 -0.573
As -6.740 -22.669 -6.309 0.791
O -5.820 -23.945 -6.757 -0.720
O -7.347 -21.570 -7.548 0.164
C -6.065 -21.631 -4.722 0.071
C -6.144 -22.342 -3.554 -0.677
C -6.089 -21.691 -2.317 -0.567
C -6.020 -20.298 -2.248 -0.550
C -5.936 -19.546 -3.426 -0.696
C -5.831 -20.257 -4.640 0.444
S -5.492 -19.355 -6.132 1.223
O -6.825 -19.051 -6.749 -0.314
O -4.659 -18.222 -5.754 -0.637
O -4.814 -20.337 -7.163 -0.581
H -8.365 -23.927 -5.304 0.309
H -6.208 -23.441 -3.624 0.390
H -6.238 -22.298 -1.396 0.322
H -5.982 -19.795 -1.271 0.365
H -5.878 -18.454 -3.374 0.446
F -13.900 -14.426 -4.828 -0.296
C -13.305 -15.357 -5.563 0.305
C -13.677 -15.488 -6.902 0.269
F -14.699 -14.669 -7.325 -0.302
C -13.167 -16.517 -7.688 -0.086
F -13.707 -16.782 -8.939 -0.387
C -12.224 -17.403 -7.160 0.469
P -11.089 -18.500 -8.034 0.265
C -11.089 -17.891 -9.772 0.640
C -11.471 -18.639 -10.869 -0.313
C -11.555 -18.079 -12.152 -0.726
C -11.029 -16.820 -12.401 -0.541
C -10.593 -16.035 -11.317 -0.769
C -10.666 -16.580 -10.031 -0.734
C -12.036 -20.002 -8.041 0.713
C -11.421 -21.169 -7.539 -0.194
C -12.200 -22.339 -7.566 -0.561
C -13.534 -22.342 -8.002 -0.578
C -14.118 -21.151 -8.464 -0.791
C -13.360 -20.029 -8.539 -0.141
C -11.923 -17.312 -5.814 -0.011
Br -10.633 -18.423 -5.023 -0.107
C -12.488 -16.341 -4.985 0.211
F -12.180 -16.362 -3.682 -0.313
H -11.672 -19.694 -10.799 0.358
H -12.007 -18.734 -12.908 0.367
H -10.972 -16.384 -13.436 0.291
H -10.172 -15.073 -11.461 0.521
H -10.476 -15.968 -9.169 0.480
H -10.340 -21.237 -7.386 0.305
H -11.685 -23.241 -7.242 0.411
H -14.014 -23.288 -8.048 0.414
H -15.172 -21.179 -8.816 0.325
H -13.707 -19.083 -8.980 0.333
S -3.934 -25.090 -11.310 -0.128
C -3.631 -26.064 -12.737 -0.403
C -3.220 -25.238 -13.742 -0.463
C -3.169 -23.877 -13.416 -0.535
C -3.642 -23.616 -12.133 0.576
C -4.087 -22.289 -11.723 1.017
C -4.852 -22.084 -10.546 -0.641
N -5.213 -20.833 -10.104 0.297
C -5.030 -19.752 -11.048 -0.632
C -4.223 -19.842 -12.195 0.942
C -4.102 -18.710 -13.048 -1.111
C -4.937 -17.664 -12.873 -0.860
C -5.788 -17.512 -11.725 0.307
C -6.527 -16.358 -11.410 -0.754
C -7.009 -16.204 -10.097 0.974
C -6.852 -17.275 -9.158 -0.581
N -6.244 -18.426 -9.486 0.280
C -5.703 -18.556 -10.747 0.692
C -7.494 -14.922 -9.540 0.319
C -7.599 -13.709 -10.208 -0.543
C -7.968 -12.643 -9.322 -0.715
C -8.087 -13.043 -8.025 -0.480
S -7.894 -14.735 -7.859 0.006
C -3.675 -21.135 -12.465 -1.416
H -3.844 -27.167 -12.764 0.351
H -2.933 -25.610 -14.742 0.300
H -2.885 -23.080 -14.091 0.229
H -5.182 -22.949 -9.902 0.250
H -3.480 -18.723 -13.930 0.399
H -5.112 -16.961 -13.651 0.391
H -6.729 -15.577 -12.181 0.244
H -7.300 -17.184 -8.182 0.325
H -7.452 -13.560 -11.236 0.495
H -8.055 -11.633 -9.683 0.396
H -8.427 -12.422 -7.214 0.435
H -3.004 -21.278 -13.317 0.277
F -8.006 -20.351 -9.636 -0.362
B -8.907 -21.878 -10.678 0.344
F -7.940 -22.207 -11.528 -0.159
F -9.938 -21.133 -11.151 -0.082
F -9.195 -22.691 -9.616 -0.217
```

Its spin multiplicity is 3. The HOMO energy (spin up / spin down) is -2.79 / -5.25 eV. The calculation puts the orbital gap (spin up / spin down) at 4.71 / 7.08 eV. Its electronic energy is -279547.9227 eV. Its charge is -1.

***

(2)
The following is a DFT calculation (ωB97M-V with the def2-TZVPD basis set) of a structure of composition C44H28BaN4.

XYZ file:
```
77
Properties=species:S:1:pos:R:3:mulliken_charge:R:1
Ba 0.010 0.104 0.107 1.679
C -4.479 3.845 4.968 -0.349
C -3.901 4.197 3.755 -0.786
C -3.019 3.328 3.126 -0.031
C -2.698 2.094 3.693 -0.210
C -3.273 1.761 4.919 -0.235
C -4.158 2.626 5.549 -0.819
C -1.743 1.182 2.981 1.159
C -2.210 -0.080 2.533 0.403
C -3.358 -0.810 3.050 -1.032
C -3.301 -2.056 2.525 -1.103
C -2.168 -2.083 1.615 0.473
C -1.781 -3.160 0.804 0.711
C -2.521 -4.451 0.979 -0.287
C -3.869 -4.572 0.651 -0.134
C -4.538 -5.778 0.824 -0.770
C -3.866 -6.881 1.328 -0.377
C -2.519 -6.774 1.657 -0.845
C -1.852 -5.569 1.480 -0.033
C -0.717 -3.158 -0.135 0.054
N 0.249 -2.206 -0.259 -0.717
C 1.111 -2.601 -1.246 0.257
C 2.386 -2.024 -1.476 1.247
C 3.218 -2.641 -2.557 -0.116
C 3.618 -3.976 -2.505 -0.209
C 4.380 -4.527 -3.527 -0.788
C 4.758 -3.750 -4.615 -0.395
C 4.379 -2.416 -4.669 -0.786
C 3.618 -1.867 -3.644 -0.037
C 2.995 -1.037 -0.669 0.185
C 4.426 -0.804 -0.575 -1.112
C 4.617 0.058 0.455 -1.186
C 3.305 0.390 0.977 0.465
N 2.360 -0.281 0.269 -0.176
C 3.041 1.295 2.027 0.959
C 1.778 1.628 2.541 0.150
C 1.509 2.662 3.527 -1.059
C 0.169 2.691 3.715 -1.184
C -0.403 1.633 2.888 0.175
N 0.599 1.041 2.179 -0.655
C 4.226 1.969 2.650 -0.828
C 4.703 3.179 2.154 0.035
C 5.793 3.806 2.746 -0.756
C 6.419 3.225 3.842 -0.354
C 5.951 2.015 4.340 -0.771
C 4.859 1.393 3.747 0.101
C 0.598 -3.820 -1.847 -1.130
C -0.501 -4.181 -1.139 -0.990
N -1.550 -0.868 1.648 -0.277
H -5.168 4.519 5.461 0.384
H -4.137 5.150 3.297 0.378
H -2.570 3.602 2.179 0.393
H -3.001 0.826 5.396 0.582
H -4.591 2.351 6.504 0.367
H -4.085 -0.437 3.755 0.589
H -3.964 -2.882 2.730 0.506
H -4.394 -3.713 0.248 0.493
H -5.585 -5.855 0.556 0.380
H -4.388 -7.821 1.463 0.385
H -1.987 -7.631 2.053 0.381
H -0.802 -5.481 1.736 0.490
H 3.337 -4.579 -1.649 0.531
H 4.684 -5.566 -3.469 0.382
H 5.346 -4.182 -5.416 0.387
H 4.676 -1.800 -5.508 0.380
H 3.324 -0.826 -3.686 0.421
H 5.179 -1.277 -1.188 0.482
H 5.557 0.424 0.839 0.463
H 2.254 3.281 4.004 0.463
H -0.386 3.333 4.382 0.468
H 4.214 3.630 1.297 0.463
H 6.152 4.749 2.352 0.389
H 7.266 3.713 4.306 0.369
H 6.434 1.557 5.195 0.387
H 4.488 0.451 4.135 0.491
H 1.026 -4.343 -2.689 0.578
H -1.126 -5.048 -1.291 0.501
```

Its spin multiplicity is 1. The HOMO energy is -6.64 eV. The calculation puts the orbital gap at 5.71 eV. Its electronic energy is -52737.3164 eV. Its charge is 0.

***

> Which value of spin multiplicity does entry 1 give?

3

***

> The lowest electronic energy belongs to which entry?

C44H27AsBBrF8N2O6PS3Ti

***

> Which of these has the highest spin multiplicity?

C44H27AsBBrF8N2O6PS3Ti